# 1
A cluster of 2 separate species, C5H11N2O in total in a non-equilibrium geometry, computed with ωB97M-V/def2-TZVPD.

Last column: natural (NBO) charge in e.
Atoms and positions in Å:
C  2.21  0.14  -0.46  0.821
C  -1.05  -0.49  1.30  -0.288
C  -0.12  -0.98  0.23  -0.035
C  2.27  1.33  0.27  -0.822
C  -1.49  0.86  -0.81  -0.393
N  -1.43  -0.44  -0.07  -0.432
N  0.12  -2.48  0.22  -0.712
O  2.83  -0.59  -1.11  -0.374
H  -1.51  -1.22  1.95  0.200
H  -0.78  0.44  1.79  0.196
H  1.40  1.29  1.13  0.311
H  1.90  2.09  -0.44  0.312
H  3.28  1.56  0.61  0.304
H  -2.44  1.23  -0.77  0.223
H  -0.71  1.48  -0.37  0.157
H  -1.07  0.88  -1.85  0.216
H  -0.66  -3.02  0.54  0.431
H  0.92  -2.54  0.85  0.441
H  0.46  -2.79  -0.73  0.445

- HOMO (spin up / spin down): -12.29 / -12.29 eV
- Multiplicity: 1
- Molar mass: 115.156 Da
- Energy relative to the best compared isomer or geometry (same formula, charge and spin): 599.9 kJ/mol
- Charge: +1
- HOMO-LUMO gap (spin up / spin down): 8.0 / 8.0 eV



# 2
The ion C5H11N2O2 with charge +1 in a non-equilibrium geometry, computed with ωB97M-V/def2-TZVPD.

Last column: natural (NBO) charge in e.
Atoms and positions in Å:
C  -0.96  -0.99  0.03  0.897
C  -1.89  1.20  0.81  -0.072
C  1.19  -0.63  -1.04  0.277
C  1.00  -1.30  -2.15  -0.397
C  2.41  -0.42  -0.31  -0.663
N  -1.96  -0.25  0.61  -0.658
N  -0.67  1.52  1.56  -0.751
O  -0.97  -2.14  -0.12  -0.502
O  0.14  -0.08  -0.23  -0.620
H  -2.77  1.68  1.25  0.253
H  1.75  -1.86  -2.59  0.232
H  -1.84  1.72  -0.24  0.233
H  0.03  -1.43  -2.77  0.234
H  2.43  -0.83  0.72  0.228
H  2.61  0.58  -0.18  0.220
H  3.29  -0.91  -0.94  0.250
H  -2.81  -0.73  0.54  0.437
H  -0.40  2.55  1.40  0.450
H  -0.08  0.89  0.95  0.477
H  -0.52  1.43  2.67  0.473

- HOMO: -13.17 eV
- Multiplicity: 1
- Molar mass: 131.155 Da
- Energy relative to the best compared isomer or geometry (same formula, charge and spin): 197.5 kJ/mol
- Charge: +1
- HOMO-LUMO gap: 9.5 eV
- SMILES: C=C(C)OC(=O)NC[NH3+]



# 3
The ion C5H11N2O2S with charge +1 in a non-equilibrium geometry, computed with ωB97M-V/def2-TZVPD.

Last column: natural (NBO) charge in e.
Atoms and positions in Å:
C  -0.24  0.28  0.74  0.207
C  -1.01  0.23  -0.33  0.003
C  -0.02  0.22  -2.82  0.454
C  -0.12  1.44  1.64  -0.663
C  0.11  -2.23  0.93  -0.394
N  0.03  1.47  -2.52  -0.714
N  0.56  -0.87  0.91  -0.607
O  -2.03  1.08  -0.81  -0.723
O  0.49  -0.19  -3.94  -0.604
S  -0.64  -0.86  -1.73  0.367
H  -0.66  1.43  2.56  0.258
H  -0.49  2.28  1.01  0.232
H  0.94  1.56  1.95  0.249
H  -0.33  -2.46  -0.08  0.182
H  0.95  -2.84  1.15  0.231
H  -0.73  -2.26  1.75  0.200
H  0.24  2.16  -3.28  0.443
H  -0.44  1.76  -1.69  0.444
H  1.38  -0.68  1.35  0.386
H  -2.81  0.84  -0.27  0.512
H  0.39  -1.17  -4.13  0.537

- HOMO: -12.34 eV
- Multiplicity: 1
- Molar mass: 163.222 Da
- Energy relative to the best compared isomer or geometry (same formula, charge and spin): 84.5 kJ/mol
- Charge: +1
- HOMO-LUMO gap: 9.2 eV



# 4
A cluster of 2 separate species, C5H11N2OP in total in a non-equilibrium geometry, computed with ωB97M-V/def2-TZVPD.

Last column: natural (NBO) charge in e.
Atoms and positions in Å:
C  -1.96  -0.88  -2.22  -0.256
C  -1.32  0.45  -1.94  0.147
C  2.06  0.08  0.41  -0.262
C  1.96  -1.00  1.40  -0.243
C  -0.74  2.04  1.25  -0.859
N  -1.11  -0.54  -1.05  -0.476
N  0.84  -0.70  0.52  -0.758
O  -0.41  -2.86  -0.09  -1.093
P  0.21  -1.75  -0.74  1.520
H  -3.08  -1.06  -2.07  0.211
H  -1.53  -1.62  -2.89  0.206
H  0.05  2.60  1.58  0.203
H  -1.03  1.41  -2.02  0.223
H  2.06  1.09  0.72  0.199
H  2.78  -0.23  -0.30  0.188
H  2.31  -2.02  1.53  0.219
H  1.68  -0.65  2.49  0.177
H  -1.49  2.82  0.86  0.208
H  -0.28  1.40  0.48  0.218
H  -1.00  1.42  2.09  0.228

- HOMO (spin up / spin down): -7.80 / -7.80 eV
- Multiplicity: 1
- Molar mass: 146.130 Da
- Energy relative to the best compared isomer or geometry (same formula, charge and spin): 318.5 kJ/mol
- HOMO-LUMO gap (spin up / spin down): 6.6 / 6.6 eV



# 5
The ion C5H11N2S with charge +1 in a non-equilibrium geometry, computed with ωB97M-V/def2-TZVPD.

Last column: natural (NBO) charge in e.
Atoms and positions in Å:
C  -0.16  -0.16  1.32  -0.459
C  -1.32  -0.80  0.55  -0.227
C  0.30  0.54  -0.19  0.153
C  1.69  1.22  0.05  -0.625
C  0.18  -0.59  -1.19  -0.281
N  -0.77  1.42  -0.43  -0.749
N  -0.58  -1.63  -0.51  -0.525
S  -2.27  0.51  -0.29  0.426
H  -0.46  0.46  2.13  0.260
H  -2.22  -1.27  0.91  0.264
H  2.05  1.83  -0.75  0.239
H  2.56  0.61  0.32  0.239
H  1.57  1.87  0.86  0.227
H  1.17  -0.98  -1.51  0.252
H  -0.38  -0.12  -1.95  0.259
H  -1.00  2.20  0.26  0.413
H  0.04  -2.30  0.04  0.452
H  -1.01  -1.94  -1.33  0.456
H  0.58  -0.88  1.71  0.227

- HOMO: -12.93 eV
- Multiplicity: 1
- Molar mass: 131.224 Da
- Energy relative to the best compared isomer or geometry (same formula, charge and spin): 276.7 kJ/mol
- Charge: +1
- HOMO-LUMO gap: 9.6 eV
- SMILES: C[C@@]12C[NH2+][C@@H](C1)SN2



# 6
A structure of composition C5H11N2S in a non-equilibrium geometry, computed with ωB97M-V/def2-TZVPD.

Last column: natural (NBO) charge in e.
Atoms and positions in Å:
C  1.52  -1.08  -0.65  0.296
C  0.29  0.89  -0.95  -0.030
C  0.26  1.36  0.41  -0.537
C  0.58  -2.32  1.38  -0.432
C  -2.27  1.43  -0.25  -0.825
N  0.67  -1.26  0.50  -0.534
N  1.30  0.01  -1.39  -0.575
S  -1.06  0.15  0.27  0.767
H  2.35  -1.67  -0.91  0.211
H  -0.40  1.33  -1.71  0.271
H  -0.26  2.36  0.52  0.270
H  1.10  1.23  1.08  0.294
H  1.04  -1.92  2.27  0.222
H  -0.47  -2.62  1.45  0.227
H  1.29  -3.09  1.07  0.201
H  -3.22  1.11  -0.56  0.258
H  -2.47  1.90  0.80  0.244
H  -1.83  2.24  -0.97  0.226
H  1.59  -0.04  -2.37  0.446

- HOMO: -13.16 eV
- Multiplicity: 1
- Molar mass: 131.224 Da
- Energy relative to the best compared isomer or geometry (same formula, charge and spin): 386.1 kJ/mol
- Charge: +1
- HOMO-LUMO gap: 9.6 eV



# 7
The ion C5H11N2S with charge +1 in a non-equilibrium geometry, computed with ωB97M-V/def2-TZVPD.

Last column: natural (NBO) charge in e.
Atoms and positions in Å:
C  0.31  0.14  1.02  -0.079
C  0.59  1.50  0.84  -0.194
C  -1.19  -1.14  -0.09  0.134
C  0.55  2.22  -0.54  -0.672
C  1.14  -1.97  0.08  -0.357
N  -2.10  -0.67  -1.00  -0.744
N  0.20  -0.80  -0.10  -0.422
S  0.98  2.50  2.17  0.165
H  0.16  -0.15  2.04  0.263
H  -1.57  -1.53  0.93  0.234
H  -0.54  2.26  -0.82  0.223
H  1.27  1.72  -1.19  0.222
H  0.66  3.21  -0.37  0.262
H  1.95  -1.66  0.68  0.239
H  0.55  -2.68  0.49  0.225
H  1.44  -2.18  -0.85  0.219
H  -3.04  -0.57  -0.68  0.426
H  -1.77  0.14  -1.53  0.394
H  0.40  -0.35  -1.09  0.462

- HOMO (spin up / spin down): -12.61 / -11.82 eV
- Multiplicity: 1
- Molar mass: 131.224 Da
- Energy relative to the best compared isomer or geometry (same formula, charge and spin): 510.3 kJ/mol
- Charge: +1
- HOMO-LUMO gap (spin up / spin down): 8.5 / 6.1 eV
- SMILES: C/C([S-])=C\[N@@H+](C)C=[NH2+]



# 8
A structure of composition C5H11N2Si in a non-equilibrium geometry, computed with ωB97M-V/def2-TZVPD.

Last column: natural (NBO) charge in e.
Atoms and positions in Å:
C  1.83  0.67  -0.25  -0.097
C  1.65  1.24  0.94  -0.439
C  1.45  -0.74  -0.55  -0.310
C  -0.86  -0.22  0.03  -0.414
C  -2.35  -0.69  0.27  -0.650
N  -0.09  -2.36  -0.28  -0.431
N  0.08  -1.12  -0.23  -0.024
Si  -0.57  1.60  -0.03  1.203
H  2.49  1.08  -1.13  0.281
H  2.19  2.12  1.12  0.253
H  1.68  -0.99  -1.65  0.269
H  2.16  -1.45  0.11  0.295
H  -2.53  -1.19  1.24  0.250
H  -2.69  -1.20  -0.58  0.234
H  -2.99  0.23  0.38  0.229
H  -1.05  -2.64  -0.29  0.346
H  -0.28  1.93  -1.44  -0.154
H  1.04  0.94  1.70  0.239
H  -1.16  2.78  0.63  -0.081

- HOMO (spin up / spin down): -12.31 / -12.31 eV
- Multiplicity: 1
- Molar mass: 127.243 Da
- Energy relative to the best compared isomer or geometry (same formula, charge and spin): 132.0 kJ/mol
- Charge: +1
- HOMO-LUMO gap (spin up / spin down): 7.3 / 7.3 eV



# 9
The molecule C5H11N3 in a non-equilibrium geometry, computed with ωB97M-V/def2-TZVPD.

Last column: natural (NBO) charge in e.
Atoms and positions in Å:
C  1.45  -0.46  0.69  0.090
C  -0.04  -1.17  0.06  -0.206
C  -2.07  0.07  -0.26  -0.261
C  -1.19  0.53  1.03  -0.448
C  0.22  0.37  0.58  0.044
H  2.24  0.20  -1.05  0.398
H  3.03  -0.96  -0.31  0.374
H  1.85  -1.15  1.55  0.246
H  -0.48  -1.88  0.93  0.150
H  -0.79  -1.14  -1.79  0.351
H  -3.15  -0.19  -0.17  0.207
H  -2.25  0.96  -0.99  0.180
H  -1.36  1.60  0.89  0.213
H  -1.63  0.21  2.11  0.260
H  0.12  1.89  -1.23  0.408
H  1.92  1.41  -0.54  0.401
N  2.48  -0.25  -0.14  -0.811
N  -1.13  -1.21  -0.73  -0.634
N  0.76  1.19  -0.62  -0.962

- HOMO: -6.98 eV
- Multiplicity: 1
- Molar mass: 113.164 Da
- Energy relative to the best compared isomer or geometry (same formula, charge and spin): 879.1 kJ/mol
- HOMO-LUMO gap: 7.9 eV
- SMILES: N[C@@H]1[C@@H]2NCC[C@@]12N



# 10
A cluster of 2 separate species, C5H11N3 in total in a non-equilibrium geometry, computed with ωB97M-V/def2-TZVPD.

Last column: natural (NBO) charge in e.
Atoms and positions in Å:
C  1.05  1.77  -0.33  -0.270
C  2.10  0.62  -0.06  0.447
N  3.33  1.04  0.36  -0.833
N  -0.17  1.38  -0.97  -0.819
N  1.78  -0.57  -0.36  -0.768
H  4.03  0.37  0.62  0.389
H  3.44  1.97  0.72  0.391
H  2.53  -1.25  -0.25  0.334
H  0.02  0.91  -1.85  0.364
H  -0.68  0.72  -0.39  0.379
H  0.87  2.04  0.72  0.199
H  1.55  2.53  -0.95  0.202
C  -3.77  -1.68  0.55  -0.690
C  -2.35  -1.62  0.31  -0.006
C  -1.17  -1.60  0.11  -0.290
H  -4.17  -0.68  0.71  0.235
H  -4.28  -2.13  -0.30  0.235
H  -3.98  -2.29  1.44  0.234
H  -0.13  -1.54  -0.09  0.266

- HOMO: -9.12 eV
- Multiplicity: 1
- Molar mass: 113.164 Da
- Energy relative to the best compared isomer or geometry (same formula, charge and spin): 210.6 kJ/mol
- HOMO-LUMO gap: 10.0 eV
- SMILES: [H]/N=C(\N)CN.C#CC



# 11
A cluster of 2 separate species, C5H11N3 in total in a non-equilibrium geometry, computed with ωB97M-V/def2-TZVPD.

Last column: natural (NBO) charge in e.
Atoms and positions in Å:
C  -0.75  2.38  -0.23  -0.690
C  1.57  0.20  2.10  -0.669
C  0.86  0.58  0.87  -0.053
C  0.28  1.47  0.25  0.046
H  -1.66  1.81  -0.40  0.233
H  -0.41  2.87  -1.15  0.230
H  -1.01  3.14  0.51  0.238
H  0.86  0.08  2.92  0.228
H  2.29  0.97  2.39  0.228
H  2.15  -0.71  1.96  0.219
C  -0.42  -1.25  -0.67  0.653
N  -0.50  -0.33  -1.80  -0.869
N  0.42  -2.33  -0.96  -0.853
N  -1.50  -1.44  0.00  -0.883
H  0.20  -3.24  -0.58  0.409
H  -1.35  0.22  -1.78  0.386
H  -0.40  -0.76  -2.72  0.371
H  1.10  -2.19  -1.69  0.386
H  -1.72  -1.49  0.98  0.390

- HOMO: -8.11 eV
- Multiplicity: 1
- Molar mass: 113.164 Da
- Energy relative to the best compared isomer or geometry (same formula, charge and spin): 362.3 kJ/mol
- HOMO-LUMO gap: 9.0 eV
- SMILES: N=C(N)N.CC#CC



# 12
The molecule C5H11N3 in a non-equilibrium geometry, computed with ωB97M-V/def2-TZVPD.

Last column: natural (NBO) charge in e.
Atoms and positions in Å:
C  -0.25  -1.19  1.12  -0.639
C  -0.21  -0.82  -0.44  -0.073
C  -1.85  1.41  0.29  -0.199
C  0.93  0.16  -0.76  -0.095
C  2.28  0.06  -0.33  -0.274
H  -0.99  -2.00  1.15  0.207
H  -0.72  -0.34  1.59  0.227
H  0.65  -1.46  1.66  0.221
H  0.04  -1.54  -1.21  0.215
H  -2.11  -1.32  -1.09  0.368
H  -0.81  1.56  0.58  0.187
H  -2.58  1.98  0.85  0.176
H  0.77  0.59  -1.74  0.209
H  2.58  -0.60  0.45  0.209
H  3.03  0.32  -1.06  0.204
H  1.74  2.00  -0.12  0.343
N  -1.54  -0.47  -0.95  -0.443
N  -2.34  0.44  -0.35  -0.226
N  1.36  1.20  0.35  -0.616

- HOMO: -8.71 eV
- Multiplicity: 1
- Molar mass: 113.164 Da
- Energy relative to the best compared isomer or geometry (same formula, charge and spin): 357.7 kJ/mol
- HOMO-LUMO gap: 9.7 eV
- SMILES: C=NN[C@H](C)[C@@H]1CN1



# 13
The molecule C5H11N3 in a non-equilibrium geometry, computed with ωB97M-V/def2-TZVPD.

Last column: natural (NBO) charge in e.
Atoms and positions in Å:
C  -0.80  0.10  -0.41  0.087
C  0.05  -0.98  -1.04  -0.244
C  0.65  -0.52  1.13  -0.232
C  0.35  0.73  0.48  0.039
C  -0.70  1.42  0.01  -0.380
H  -2.79  0.38  0.57  0.359
H  -2.36  -1.16  0.65  0.373
H  -0.60  -1.62  -1.51  0.216
H  0.68  -0.28  -1.75  0.192
H  2.03  -1.45  -0.38  0.372
H  1.42  -0.40  1.73  0.199
H  -0.15  -0.77  1.83  0.194
H  2.01  1.88  0.23  0.375
H  1.51  1.20  -1.23  0.350
H  -0.81  2.38  -0.69  0.221
H  -1.41  1.52  0.60  0.213
N  -2.12  -0.35  0.04  -0.847
N  0.95  -1.62  0.11  -0.618
N  1.62  1.09  -0.30  -0.868

- HOMO: -7.50 eV
- Multiplicity: 1
- Molar mass: 113.164 Da
- Energy relative to the best compared isomer or geometry (same formula, charge and spin): 794.5 kJ/mol
- HOMO-LUMO gap: 8.4 eV
- SMILES: N[C@]12CNC[C@]1(N)C2